The following is a quantum chemistry calculation of a single C11H6BrClN4O2 molecule in a non-equilibrium geometry, from OMol25.

**HOMO level**: -8.93 eV
**E**: -3826.5021 Ha
**LUMO energy**: -0.035 Eh
**Spin multiplicity**: 1
**HOMO-LUMO gap**: 7.97 eV

CARTESIAN COORDINATES (ANGSTROEM)
N 2.711 0.198 1.933
C 2.332 0.324 0.549
C 3.320 0.687 -0.343
C 3.019 0.876 -1.750
C 1.719 0.673 -2.163
Br 1.275 0.902 -4.026
C 0.668 0.281 -1.253
N -0.581 0.069 -1.761
C -1.469 -0.257 -0.857
N -2.832 -0.461 -1.296
C -2.985 -1.654 -1.567
O -3.042 -2.814 -1.669
C -1.144 -0.386 0.552
C -2.306 -0.738 1.519
C -3.174 0.559 1.670
O -4.349 0.562 1.578
Cl -2.209 2.066 1.965
N 0.049 -0.235 1.089
C 0.952 0.111 0.125
H 2.869 -0.778 2.171
H 1.922 0.520 2.493
H 4.362 0.847 -0.042
H 3.752 1.185 -2.501
H -1.941 -1.002 2.524
H -2.917 -1.534 1.060